C42H46F2N4O2S | the ωB97M-V functional and the def2-TZVPD basis

Computed properties:
- Relative energy (zero: lowest compared OMol25 entry of this formula, charge and spin): 0.0 kJ/mol
- Kohn-Sham gap: 5.9 eV
- Highest occupied orbital energy: -0.2316 Eh
- E_LUMO: -0.359 eV

```
! wB97M-V def2-TZVPD RIJCOSX def2/J DEFGRID3
* xyz 0 1
C 5.06 0.14 1.56
C 4.17 1.12 2.31
C 4.96 2.29 2.92
C 3.35 0.35 3.33
C 3.90 0.05 4.57
C 3.16 -0.62 5.54
C 1.91 -1.13 5.21
C 1.39 -0.98 3.92
C 0.19 -1.82 3.51
C -1.02 -1.57 4.40
C 0.57 -3.30 3.46
C 2.07 -0.16 3.01
N 1.53 0.04 1.67
N 2.18 -0.49 0.61
N 1.49 -0.08 -0.47
C 1.56 -0.79 -1.73
C 0.56 -1.73 -2.03
C -0.27 -2.33 -0.90
C 0.59 -3.33 -0.14
C -1.59 -2.94 -1.37
C 0.45 -2.20 -3.34
C 1.37 -1.80 -4.31
C 2.43 -0.96 -3.96
C 2.55 -0.47 -2.66
C 3.76 0.38 -2.28
C 3.84 1.62 -3.15
C 5.04 -0.45 -2.37
C 0.37 0.65 -0.10
C -0.47 1.19 -1.16
C -1.74 0.69 -1.54
C -2.21 0.93 -2.83
C -1.56 1.85 -3.66
C -0.42 2.54 -3.18
C 0.12 2.20 -1.95
C 0.32 0.67 1.28
C -0.65 1.20 2.13
H 4.43 -0.54 0.96
H 5.76 0.66 0.90
H 5.63 -0.47 2.28
H 3.45 1.56 1.59
H 4.28 2.97 3.45
H 5.73 1.95 3.62
H 5.43 2.84 2.10
H 4.93 0.38 4.78
H 3.57 -0.74 6.54
H 1.33 -1.68 5.94
H -0.07 -1.49 2.50
H -1.36 -0.54 4.32
H -1.85 -2.21 4.06
H -0.81 -1.80 5.45
H 1.38 -3.45 2.75
H 0.90 -3.65 4.45
H -0.30 -3.89 3.15
H -0.52 -1.51 -0.22
H 1.53 -2.85 0.18
H 0.08 -3.71 0.75
H 0.84 -4.18 -0.79
H -2.11 -2.29 -2.09
H -1.40 -3.92 -1.85
H -2.26 -3.10 -0.52
H -0.35 -2.89 -3.61
H 1.29 -2.18 -5.33
H 3.18 -0.68 -4.71
H 3.60 0.68 -1.24
H 2.92 2.22 -3.07
H 4.69 2.25 -2.86
H 3.96 1.32 -4.20
H 4.95 -1.38 -1.78
H 5.22 -0.73 -3.41
H 5.90 0.11 -2.00
H -2.33 0.11 -0.81
H -3.11 0.41 -3.19
H -1.94 2.05 -4.66
H 0.01 3.37 -3.75
H 1.00 2.70 -1.53
H -1.05 2.19 1.87
H -0.54 0.85 3.16
F -3.78 0.04 3.55
C -4.32 0.31 2.30
F -5.58 0.84 2.48
S -3.28 1.49 1.44
N -4.54 1.72 0.02
C -5.02 2.95 -0.48
O -4.71 4.07 -0.10
C -5.96 2.57 -1.59
C -5.94 1.19 -1.72
C -6.65 0.52 -2.72
C -7.39 1.30 -3.61
C -7.45 2.70 -3.46
C -6.75 3.36 -2.43
C -5.03 0.63 -0.69
O -4.74 -0.56 -0.51
H -4.38 -0.62 1.72
H -6.62 -0.58 -2.78
H -7.93 0.82 -4.43
H -8.05 3.28 -4.17
H -6.82 4.44 -2.29
*
```

C13H11BF6N2OPdS4 | the ωB97M-V functional and the def2-TZVPD basis

Computed properties:
- Kohn-Sham gap (alpha / beta): 7.1 / 5.3 eV
- <S²>: 6.065
- Highest occupied orbital energy (alpha / beta): -0.2530 / -0.2984 Eh
- E_LUMO (alpha / beta): 0.206 / -2.838 eV

```
! wB97M-V def2-TZVPD RIJCOSX def2/J DEFGRID3
* xyz 0 5
Pd -0.18 -0.99 -0.10
C -0.22 1.38 -2.08
N -1.22 0.58 -1.39
C -2.13 -0.03 -2.36
C -1.98 1.39 -0.43
C -1.12 1.89 0.73
N -0.21 0.87 1.15
C 0.45 0.94 2.31
C 1.39 -0.08 2.61
F 1.54 -1.07 1.67
C 2.12 -0.13 3.77
F 2.98 -1.13 3.97
C 1.98 0.86 4.74
C 1.07 1.87 4.48
F 0.91 2.84 5.40
C 0.32 1.93 3.32
F -0.54 2.96 3.18
H -0.69 2.22 -2.61
H 0.31 0.77 -2.81
H 0.51 1.77 -1.37
H -2.66 0.74 -2.93
H -2.85 -0.67 -1.85
H -1.56 -0.64 -3.05
H -2.77 0.76 -0.03
H -2.44 2.26 -0.94
H -1.82 2.17 1.53
H -0.57 2.80 0.46
H 2.54 0.83 5.65
O 2.04 -3.26 -6.32
C 1.70 -2.96 -5.22
S 0.21 -3.54 -4.45
C 0.44 -2.75 -2.89
C 1.56 -1.95 -2.77
S 1.99 -1.09 -1.38
S 2.64 -1.88 -4.16
S -0.67 -3.04 -1.65
F -1.46 -1.51 2.70
B -1.16 -1.99 1.49
F -0.46 -3.13 1.63
*
```

C28H47Br15F8O6S2 | the ωB97M-V functional and the def2-TZVPD basis

Computed properties:
- Kohn-Sham gap: 9.9 eV
- Highest occupied orbital energy: -0.3568 Eh
- E_LUMO: 0.216 eV

```
! wB97M-V def2-TZVPD RIJCOSX def2/J DEFGRID3
* xyz 0 1
C -3.32 -1.46 -7.99
C -3.57 -0.26 -7.07
O -4.91 -0.26 -6.57
C -2.55 -0.26 -5.91
C -2.18 1.17 -5.36
C -1.22 1.76 -6.47
S 0.33 2.64 -6.39
O 1.33 1.84 -5.72
O 0.55 3.13 -7.72
O -3.41 1.90 -5.52
S -3.69 3.47 -5.21
O -3.97 4.06 -6.48
O -2.14 3.93 -4.85
C -1.83 3.68 -3.47
C -1.07 2.36 -3.25
C -0.65 2.38 -1.75
F -1.37 3.21 -1.01
F -0.69 1.21 -1.14
F 0.59 2.82 -1.65
C -1.66 1.03 -3.83
C -0.52 -0.04 -3.95
C 0.74 0.01 -3.08
C 1.77 -0.97 -3.68
Br 2.81 -1.85 -2.30
C -2.87 0.54 -2.91
F -3.19 1.53 -2.05
F -4.01 0.32 -3.60
C -2.74 -0.78 -2.05
F -1.55 -1.04 -1.54
F -3.08 -1.82 -2.80
F -3.59 -0.70 -1.06
H -2.92 -2.32 -7.43
H -4.26 -1.76 -8.46
H -2.62 -1.21 -8.79
H -3.46 0.65 -7.66
H -5.13 -1.17 -6.31
H -1.63 -0.72 -6.29
H -2.91 -0.91 -5.13
H -1.82 2.45 -7.08
H -0.93 0.96 -7.18
H 0.08 3.71 -5.61
H -1.17 4.50 -3.15
H -2.76 3.73 -2.89
H -0.10 2.47 -3.75
H -0.14 0.00 -4.97
H -0.95 -1.04 -3.85
H 0.57 -0.27 -2.04
H 1.21 1.00 -3.08
H 2.48 -0.46 -4.33
H 1.29 -1.75 -4.27
Br 3.42 1.32 1.17
C 1.52 0.91 1.21
C 1.02 0.69 2.61
Br 1.62 -1.02 3.33
H 1.38 0.03 0.58
H 1.03 1.77 0.76
H -0.07 0.66 2.62
H 1.37 1.45 3.29
Br 5.09 -3.33 2.12
C 6.75 -2.33 1.94
C 6.55 -1.05 1.17
Br 6.32 -1.36 -0.73
H 7.46 -2.98 1.46
H 7.07 -2.11 2.96
H 7.42 -0.41 1.26
H 5.66 -0.51 1.50
Br 1.59 -4.27 5.64
C -0.17 -3.46 5.49
C -1.26 -4.37 5.99
Br -1.64 -5.82 4.74
H -0.30 -3.19 4.45
H -0.14 -2.57 6.11
H -2.19 -3.82 6.09
H -1.01 -4.84 6.93
Br -1.09 -0.25 7.17
C -1.14 0.17 9.07
C -0.48 -0.90 9.89
Br -1.56 -2.51 9.99
H -2.18 0.31 9.33
H -0.61 1.12 9.18
H -0.34 -0.57 10.92
H 0.48 -1.20 9.47
Br 0.93 4.64 1.04
C 2.41 5.41 2.03
C 2.21 5.30 3.52
Br 0.88 6.55 4.18
H 2.50 6.45 1.70
H 3.29 4.85 1.73
H 3.13 5.55 4.04
H 1.88 4.31 3.81
Br 3.75 -4.43 -5.15
C 5.69 -4.47 -5.21
C 6.29 -3.49 -4.24
Br 6.11 -1.66 -4.86
H 5.97 -4.24 -6.24
H 5.98 -5.49 -4.97
H 7.36 -3.66 -4.13
H 5.82 -3.54 -3.26
Br -4.02 -2.94 13.12
C -5.30 -1.60 12.56
C -4.72 -0.67 11.53
Br -3.44 0.58 12.30
H -5.62 -1.07 13.46
H -6.15 -2.14 12.14
H -5.51 -0.05 11.09
H -4.19 -1.21 10.75
*
```

C27H37N2O6S | the ωB97M-V functional and the def2-TZVPD basis

Computed properties:
- Kohn-Sham gap: 4.4 eV
- Highest occupied orbital energy: -0.0983 Eh
- E_LUMO: 1.713 eV

```
! wB97M-V def2-TZVPD RIJCOSX def2/J DEFGRID3
* xyz -1 1
C 3.04 3.40 2.98
C 1.75 2.63 2.68
C 2.01 1.29 2.00
C 0.73 0.50 1.67
C -0.08 0.10 2.82
C -1.50 0.38 2.95
O -2.19 0.35 3.96
O -2.04 0.73 1.75
C -3.46 0.95 1.88
C -3.98 1.09 0.48
C 0.50 -0.45 4.03
O 0.04 -0.50 5.16
O 1.74 -0.96 3.78
C 2.26 -1.58 4.97
C 3.56 -2.23 4.57
H 2.80 4.37 3.42
H 3.66 2.86 3.70
H 3.62 3.57 2.08
H 1.19 2.47 3.60
H 1.10 3.23 2.02
H 2.56 1.43 1.06
H 2.62 0.65 2.65
H 0.08 1.08 0.99
H 1.04 -0.42 1.14
H -3.92 0.11 2.41
H -3.63 1.87 2.47
H -5.07 1.11 0.47
H -3.61 2.02 0.03
H -3.63 0.25 -0.14
H 2.40 -0.83 5.76
H 1.53 -2.33 5.32
H 3.94 -2.85 5.39
H 3.43 -2.86 3.69
H 4.31 -1.46 4.35
C 0.13 -7.42 -1.39
C 0.62 -6.01 -1.40
C 1.51 -5.57 -2.39
C 1.99 -4.27 -2.40
C 1.58 -3.38 -1.39
S 2.29 -1.74 -1.25
N 0.94 -0.74 -1.63
C 1.10 0.53 -1.73
C 0.09 1.39 -2.34
C 0.33 2.75 -2.64
C -0.66 3.55 -3.20
C -1.93 3.01 -3.53
N -2.96 3.84 -4.00
C -3.07 4.23 -5.39
C -3.84 4.57 -3.11
C -2.13 1.62 -3.34
C -1.13 0.82 -2.77
O 2.64 -1.52 0.14
O 3.31 -1.63 -2.27
C 0.70 -3.80 -0.39
C 0.22 -5.10 -0.40
H -0.54 -7.60 -0.55
H -0.41 -7.66 -2.32
H 0.96 -8.14 -1.32
H 1.82 -6.27 -3.16
H 2.69 -3.93 -3.17
H 2.03 1.05 -1.41
H 1.34 3.16 -2.46
H -0.48 4.62 -3.38
H -2.32 3.71 -6.00
H -4.07 3.97 -5.77
H -2.95 5.31 -5.51
H -3.63 4.31 -2.07
H -3.71 5.65 -3.24
H -4.88 4.33 -3.34
H -3.09 1.18 -3.64
H -1.25 -0.26 -2.70
H 0.41 -3.10 0.40
H -0.46 -5.43 0.38
*
```